The following is a quantum chemistry calculation of C4H6OS in the gas phase at a distorted geometry, from the OMol25 dataset.

Last column: natural (NBO) charge in e.
Cartesian coordinates (Å):
C: -0.3833 0.1592 0.6824  -0.338
C: 0.5087 1.1902 -0.1142  -0.507
C: -0.0834 0.5090 -1.3765  0.580
C: -1.0983 -0.3529 -0.6722  -0.547
H: -0.4261 -1.3457 2.8306  0.155
H: -0.9339 0.7622 1.2822  0.215
H: 0.2056 2.1445 0.1048  0.237
H: 1.6287 1.2179 0.0286  0.247
H: -2.1515 -0.2075 -0.6263  0.259
H: -1.2177 -1.5479 -0.9125  0.260
O: 0.1204 0.7276 -2.6512  -0.514
S: 0.5169 -0.9923 1.7116  -0.046

Strongest force on any atom in hartree/bohr: 0.1475
HOMO in eV: -9.28
Kohn-Sham gap in Eh: 0.3484
2S+1: 1
SMILES string: O=C1CC(S)C1
Lowest unoccupied orbital energy in eV: 0.2

---

The following is a quantum chemistry calculation of a molecular structure, C29H30BCaN7O4S2, from the OMol25 dataset.

Last column: Löwdin charge in e.
Cartesian coordinates (Å):
Ca: -0.9166 -0.1567 -0.9124  1.035
C: -2.7688 1.9725 1.2560  -0.092
N: -1.3748 1.5108 1.3069  -0.193
C: -0.4200 2.6111 1.2043  -0.195
C: -0.5560 3.4364 -0.0633  -0.189
N: -0.4431 2.6665 -1.3041  -0.185
C: 0.9673 2.4609 -1.6439  -0.080
C: -1.1643 3.3083 -2.3817  -0.292
C: -0.7906 4.5941 -2.7635  -0.064
C: -1.4482 5.2829 -3.7688  -0.131
C: -2.5129 4.6529 -4.4072  -0.134
C: -2.8924 3.3789 -4.0340  -0.150
C: -2.2428 2.6553 -3.0099  -0.662
S: -2.8154 1.0627 -2.6031  0.459
C: -1.1750 0.6813 2.4693  -0.282
C: -0.4054 1.1093 3.5479  -0.044
C: -0.2513 0.3330 4.6912  -0.119
C: -0.9012 -0.8877 4.7684  -0.131
C: -1.6503 -1.3315 3.6897  -0.155
C: -1.7819 -0.5936 2.5061  -0.656
S: -2.6050 -1.2980 1.1316  0.502
H: -3.0150 2.5688 2.1485  0.092
H: -3.4265 1.1081 1.2035  0.029
H: -2.9384 2.5695 0.3632  0.066
H: 0.5867 2.1943 1.2744  0.104
H: -0.5385 3.3293 2.0354  0.116
H: 0.2267 4.2125 -0.0152  0.118
H: -1.5075 3.9666 -0.0736  0.114
H: 1.4909 3.4165 -1.8092  0.083
H: 1.0422 1.8590 -2.5466  0.082
H: 1.4699 1.9379 -0.8279  0.062
H: 0.0424 5.0658 -2.2521  0.099
H: -1.1370 6.2823 -4.0488  0.079
H: -3.0510 5.1597 -5.2015  0.084
H: -3.7217 2.8910 -4.5310  0.079
H: 0.1061 2.0603 3.5023  0.093
H: 0.3751 0.6856 5.5019  0.086
H: -0.8001 -1.5130 5.6488  0.090
H: -2.1230 -2.3062 3.7197  0.085
B: -0.2881 -2.0286 -4.0876  -0.440
N: -0.8196 -3.0143 -3.0102  -0.100
C: -0.9194 -4.3482 -3.0913  -0.125
C: -1.3783 -4.8302 -1.8809  -0.096
C: -1.5304 -3.6816 -1.0956  -0.198
N: -1.1908 -2.5944 -1.7868  -0.019
N: 1.0817 -1.4783 -3.5750  -0.092
C: 2.3153 -1.7859 -3.9969  -0.122
C: 3.2316 -1.1718 -3.1600  -0.085
C: 2.4367 -0.4974 -2.2261  -0.173
N: 1.1455 -0.6845 -2.4881  -0.006
H: -0.0819 -2.6698 -5.1013  0.058
H: -1.0683 -1.1227 -4.2313  0.044
H: -0.6551 -4.8529 -4.0060  0.101
H: -1.5747 -5.8531 -1.6068  0.070
H: -1.8747 -3.5714 -0.0793  0.031
H: 2.4476 -2.4259 -4.8537  0.101
H: 4.3068 -1.2113 -3.2107  0.072
H: 2.7366 0.0950 -1.3744  0.085
O: 2.8071 0.7705 1.1443  -0.010
C: 1.9473 -0.1215 1.2005  -0.640
O: 0.9212 -0.2395 0.4851  -0.184
C: 2.1368 -1.2283 2.2372  -0.093
C: 1.2516 -2.2983 2.2929  0.010
C: 1.4143 -3.2900 3.2465  0.011
C: 2.4680 -3.1876 4.1389  -0.162
C: 3.3636 -2.1276 4.1070  -0.008
C: 3.1890 -1.1514 3.1454  -0.008
N: 2.6433 -4.2280 5.1587  -0.359
O: 3.5697 -4.1141 5.9458  0.037
O: 1.8569 -5.1573 5.1788  0.051
H: 0.4249 -2.3273 1.5944  0.110
H: 0.7300 -4.1226 3.3144  0.118
H: 4.1679 -2.0853 4.8264  0.107
H: 3.8552 -0.3020 3.0746  0.112

Strongest force on any atom in hartree/bohr: 0.0051
HOMO in eV: -1.96
Charge: -2
Kohn-Sham gap in Eh: 0.2078
2S+1: 1
Lowest unoccupied orbital energy in eV: 3.7

---

The following is a quantum chemistry calculation of 3 unconnected molecules or ions with the total composition CH10NO2 at a distorted geometry, from the OMol25 dataset.

Last column: natural (NBO) charge in e.
Cartesian coordinates (Å):
C: -1.6494 -0.9273 1.1663  -0.470
N: -0.6501 -0.0171 0.4944  -0.687
H: -1.3586 -1.9301 1.5560  0.265
H: -2.0286 -0.3927 2.1625  0.243
H: -2.5127 -1.1522 0.5098  0.245
H: -0.8475 0.8245 0.0087  0.459
H: -0.3876 -0.6995 -0.1881  0.449
H: 0.2274 0.0861 1.1505  0.484
H: 2.1342 1.2236 -0.5132  0.491
H: 3.1088 0.6958 0.6077  0.503
O: 2.1807 0.7904 0.3113  -0.987
H: 1.3031 0.0316 -2.3802  0.507
H: -0.0005 0.9533 -2.8345  0.511
O: 0.4810 0.5135 -2.0513  -1.014

Strongest force on any atom in hartree/bohr: 0.1050
HOMO in eV: -15.73
Charge: +1
Kohn-Sham gap in Eh: 0.4530
2S+1: 1
Lowest unoccupied orbital energy in eV: -3.4

---

The following is a quantum chemistry calculation of a molecular structure, C5H11NO at a distorted geometry, from the OMol25 dataset.

Last column: natural (NBO) charge in e.
Cartesian coordinates (Å):
C: -0.3046 -0.8253 0.0717  -0.439
C: 0.5974 -0.8809 -1.7047  -0.195
C: -2.0989 0.8745 1.8503  -0.245
C: 0.2460 0.4154 0.2683  0.386
N: 1.9578 -1.2279 -1.7008  -0.863
C: 1.0913 1.4059 0.2929  -0.499
O: -0.8912 0.1866 1.9045  -0.727
H: 2.1385 -2.2195 -1.6130  0.395
H: 2.5924 -0.4644 -1.5084  0.386
H: 0.1674 -1.6670 0.5664  0.250
H: -1.3517 -0.9051 -0.2057  0.244
H: 0.3905 0.0284 -2.2632  0.188
H: -0.0241 -1.6925 -2.0759  0.196
H: -1.9766 1.9336 2.1370  0.143
H: -2.5585 0.8842 0.8388  0.123
H: -2.8574 0.4469 2.5289  0.169
H: 1.0273 2.1509 1.0776  0.266
H: 1.8542 1.5562 -0.4647  0.223

Strongest force on any atom in hartree/bohr: 0.1038
HOMO (spin up / spin down) in eV: -7.26 / -7.26
Kohn-Sham gap (spin up / spin down) in Eh: 0.2960 / 0.2960
2S+1: 1
Lowest unoccupied orbital energy (spin up / spin down) in eV: 0.8 / 0.8

---

The following is a quantum chemistry calculation of 2 unconnected molecules or ions with the total composition C5H7Cl2F3NO2 at a distorted geometry, from the OMol25 dataset.

Last column: natural (NBO) charge in e.
Cartesian coordinates (Å):
O: 0.7634 0.1120 -3.0859  -0.753
C: 0.4812 0.5317 -1.9025  0.751
O: 1.4030 0.5585 -0.8833  -0.841
C: -1.0154 1.0553 -1.5347  -0.352
N: -1.9620 0.1209 -2.2250  -0.636
C: -3.3594 0.3443 -1.8515  1.078
F: -3.5592 0.8555 -0.5514  -0.333
F: -4.0044 -0.9475 -1.8636  -0.362
F: -4.0954 1.1247 -2.8041  -0.364
H: -1.0753 2.1146 -1.9767  0.181
H: -1.0740 1.0443 -0.3992  0.235
H: -1.9164 0.3964 -3.2292  0.400
Cl: 2.2015 -0.7895 4.8844  -0.087
C: 2.9722 -1.0813 3.3018  -0.378
C: 2.0814 -0.6760 2.1451  -0.393
Cl: 0.6641 -1.7403 1.9825  -0.064
H: 3.2443 -2.1369 3.2483  0.214
H: 3.8910 -0.4916 3.2854  0.215
H: 2.6359 -0.7441 1.2068  0.258
H: 1.7235 0.3490 2.2529  0.232

Strongest force on any atom in hartree/bohr: 0.1041
HOMO in eV: -4.56
Charge: -1
Kohn-Sham gap in Eh: 0.2749
2S+1: 1
Lowest unoccupied orbital energy in eV: 2.9

---

The following is a quantum chemistry calculation of a molecular structure, C23H35CsF6N3O5P2S2 at a distorted geometry, from the OMol25 dataset.

Last column: Löwdin charge in e.
Cartesian coordinates (Å):
N: -0.8999 -4.8437 0.5294  -0.268
P: 0.3864 -3.9687 0.3768  0.769
C: -0.0199 -2.3007 -0.2228  -0.367
C: -0.1838 -2.2010 -1.7282  -0.124
N: -0.7048 -0.7990 -1.8141  -0.058
C: -1.0622 -0.1980 -3.1345  -0.405
C: -0.8739 1.3100 -3.0908  -0.173
C: 0.5832 1.8166 -3.3477  -0.406
S: 1.8002 0.5329 -3.6974  0.935
C: 2.8573 0.4130 -2.2571  -1.100
S: 3.3005 -1.0865 -1.8458  0.782
N: 3.4077 1.5458 -1.6351  -0.173
C: 4.0221 2.5176 -2.5573  -0.140
C: 3.7154 3.9488 -2.1832  -0.172
O: 2.3467 4.0793 -1.8489  -0.139
C: 2.1637 3.5213 -0.5728  -0.189
C: 2.6450 2.0549 -0.4781  -0.118
C: -1.9052 -0.8908 -0.8829  0.010
C: -1.3856 -1.7888 0.2863  -0.267
O: -1.4381 -1.2877 1.6099  0.024
C: -1.0182 0.0064 1.7888  -0.456
O: 0.1449 0.2719 1.7501  0.139
C: -2.1017 0.9637 2.0249  -0.164
C: -1.7662 2.2797 2.3566  -0.012
C: -2.7731 3.2246 2.5547  -0.052
C: -4.1119 2.8539 2.4400  -0.043
C: -4.4549 1.5244 2.1390  -0.048
C: -3.4537 0.5854 1.9336  -0.015
H: -0.8594 -5.6937 -0.0167  -0.023
H: 1.0903 -3.6585 1.5486  0.017
H: 1.3459 -4.4178 -0.5400  0.028
H: 0.7545 -1.6074 0.1223  0.108
H: -1.0143 -2.8547 -2.0083  0.147
H: 0.6539 -2.4408 -2.3746  0.087
H: -0.0319 -0.2145 -1.3092  0.163
H: -2.1351 -0.3754 -3.2471  0.022
H: -0.5827 -0.6982 -3.9773  -0.099
H: -1.1998 1.6552 -2.1067  0.120
H: -1.5454 1.7918 -3.7992  0.122
H: 0.9296 2.4733 -2.5592  0.059
H: 0.5578 2.4508 -4.2316  0.084
H: 5.1058 2.3823 -2.5614  0.132
H: 3.6958 2.3298 -3.5788  0.097
H: 3.9248 4.5987 -3.0282  0.135
H: 4.3201 4.2912 -1.3394  0.132
H: 1.1168 3.5984 -0.2900  0.122
H: 2.7220 4.1176 0.1556  0.123
H: 3.2331 1.9291 0.4280  0.125
H: 1.7942 1.3987 -0.3448  0.087
H: -2.6698 -1.4702 -1.3867  0.143
H: -2.2270 0.1177 -0.6453  0.136
H: -2.0299 -2.6686 0.3129  0.135
H: -0.7331 2.5685 2.4709  0.120
H: -2.5103 4.2396 2.8106  0.109
H: -4.8916 3.5856 2.5898  0.109
H: -5.4879 1.2217 2.0624  0.108
H: -3.7067 -0.4386 1.7016  0.120
O: -2.3157 1.0014 5.1509  0.125
C: -1.5282 0.4190 5.8411  -0.476
O: -1.8211 0.0651 7.1061  0.035
C: -0.6761 -0.5229 7.7518  -0.143
C: 0.2073 -1.0210 6.6123  -0.144
C: -0.1054 -0.0053 5.5129  -0.068
H: -0.1886 0.2497 8.3487  0.128
H: -1.0246 -1.3109 8.4128  0.127
H: 1.2580 -1.0805 6.8852  0.117
H: -0.1179 -2.0134 6.2990  0.119
H: 0.5329 0.8784 5.5705  0.135
H: -0.0506 -0.4198 4.5101  0.107
F: 1.8309 -4.4564 -6.6089  -0.164
P: 1.3174 -3.8873 -5.1686  0.429
F: 0.4633 -5.2787 -5.1778  -0.165
F: 2.8900 -3.6496 -4.8407  -0.160
F: -0.2329 -3.2086 -4.7976  -0.580
F: 1.3622 -2.4042 -5.9395  -0.229
F: 1.2765 -4.0983 -3.5017  -0.231
Cs: -1.9170 -1.5537 -5.3182  1.500

Strongest force on any atom in hartree/bohr: 0.1002
HOMO in eV: -11.23
Charge: +1
Kohn-Sham gap in Eh: 0.2915
2S+1: 1
Lowest unoccupied orbital energy in eV: -3.3

---

| no. | electronic energy (hartree) |
| --- | --- |
| 1 | -629.3390 |
| 2 | -3306.4197 |
| 3 | -249.0574 |
| 4 | -326.8898 |
| 5 | -1620.0016 |
| 6 | -3536.0850 |